No. 1
13
Properties=species:S:1:pos:R:3:lowdin_charge:R:1 method="wB97M-V/def2-TZVPD" relative_energy_ev=1.2191 energy_ev=-78388.8042 orbital_gap_ha=0.3245 lumo_energy_ha=-0.0109 spin_multiplicity=1 mol_weight_g_mol=173.009 largest_force_ha_per_bohr=0.114
C 0.420 1.214 0.075 -0.06
C 0.796 -0.219 0.275 -0.09
C -0.843 1.347 -0.423 -0.16
C -0.171 -1.158 0.221 -0.04
C -0.604 -2.528 0.310 -0.32
C -1.581 0.066 -0.626 -0.59
O -1.261 -3.216 -0.438 0.03
Br -3.218 0.084 0.281 0.75
H 1.221 1.874 0.345 0.09
H 1.890 -0.535 0.475 0.14
H -1.257 2.237 -0.534 0.05
H -0.293 -3.063 1.364 0.16
H -1.469 -0.290 -1.558 0.04

=====

No. 2
17
Properties=species:S:1:pos:R:3:lowdin_charge:R:1 method="wB97M-V/def2-TZVPD" relative_energy_ev=0.0000 energy_ev=-38424.0851 total_charge=-1 orbital_gap_ha=0.2811 lumo_energy_ha=0.1178 smiles="[H]/N=C1/CCC(Cl)=N[C@]1(Cl)C(=O)[O-]" spin_multiplicity=1 mol_weight_g_mol=208.024 largest_force_ha_per_bohr=0.096
H 0.758 2.586 -1.330 0.01
N -0.106 2.277 -0.881 0.12
C -0.137 1.095 -0.482 -0.32
C -1.337 0.398 0.130 -0.16
C -1.292 -1.067 -0.072 -0.26
C 0.012 -1.699 -0.259 -0.72
Cl -0.052 -3.448 -0.115 0.62
N 1.164 -1.182 -0.512 0.03
C 1.265 0.155 -0.365 -0.77
Cl 2.442 0.904 -1.369 0.71
C 1.583 0.536 1.269 -0.64
O 2.528 1.329 1.395 -0.06
O 0.749 -0.061 2.003 -0.04
H -1.531 0.550 1.176 0.11
H -2.258 0.756 -0.380 0.12
H -1.919 -1.375 -0.932 0.11
H -1.870 -1.755 0.726 0.15

=====

No. 3
15
Properties=species:S:1:pos:R:3:lowdin_charge:R:1 method="wB97M-V/def2-TZVPD" energy_ev=-51472.7681 orbital_gap_ha=0.3383 lumo_energy_ha=0.0127 smiles=ClP(Cl)Sc1ccccc1 spin_multiplicity=1 mol_weight_g_mol=211.053 largest_force_ha_per_bohr=0.105
Cl 1.808 -1.076 -4.564 0.12
P 1.814 -0.630 -2.608 -0.13
Cl 2.218 1.330 -2.542 0.15
S -0.429 -0.532 -2.258 0.51
C -0.478 -0.088 -0.460 -0.60
C 0.109 1.101 0.066 -0.10
C 0.091 1.209 1.471 -0.04
C -0.587 0.171 2.231 -0.08
C -1.144 -0.904 1.653 -0.09
C -1.018 -1.046 0.265 -0.17
H 0.582 1.923 -0.516 0.07
H 0.553 1.980 1.912 0.05
H -0.623 0.183 3.394 0.13
H -1.541 -1.713 2.189 0.09
H -1.356 -1.908 -0.233 0.08

=====

No. 4
18
Properties=species:S:1:pos:R:3:lowdin_charge:R:1 method="wB97M-V/def2-TZVPD" relative_energy_ev=2.5748 energy_ev=-70760.5297 orbital_gap_ha="0.3037 / 0.3037" lumo_energy_ha="-0.0371 / -0.0371" spin_multiplicity=1 mol_weight_g_mol=280.991 largest_force_ha_per_bohr=0.086
C -1.384 -1.244 -0.278 -0.69
C -2.165 -0.241 -0.644 -0.76
C -0.581 1.442 -0.800 -0.74
C 0.581 0.665 -1.485 -0.24
C 0.850 -0.595 -0.682 -0.80
C 0.777 -0.333 2.156 -0.21
N -1.773 1.093 -0.559 0.02
O 2.524 1.010 0.797 -0.55
S 2.034 -0.409 0.785 0.87
Cl -1.427 -2.846 -0.060 0.75
Cl -3.903 -0.510 -0.398 0.63
Cl -0.210 3.091 -0.484 0.73
Cl 1.394 -2.084 -1.462 0.59
H 0.277 0.440 -2.593 0.16
H 1.436 1.408 -1.485 0.10
H -0.022 -1.083 1.913 0.04
H 0.377 0.714 2.222 0.08
H 1.213 -0.517 3.058 0.00

=====

No. 5
19
Properties=species:S:1:pos:R:3:lowdin_charge:R:1 method="wB97M-V/def2-TZVPD" relative_energy_ev=2.1294 energy_ev=-40820.7151 orbital_gap_ha="0.1937 / 0.1910" lumo_energy_ha="-0.1097 / -0.1097" spin_multiplicity=1 mol_weight_g_mol=236.636 largest_force_ha_per_bohr=0.068
C -2.244 -0.330 -0.520 -0.03
C -1.797 0.956 -1.006 -0.02
C -1.457 -1.006 0.366 -0.05
C -0.557 1.418 -0.677 -0.04
C -0.153 -0.577 0.800 -0.11
C 0.196 0.661 0.253 -0.18
N 0.802 -2.001 0.132 -0.30
N 1.309 1.389 0.943 -0.41
O 1.060 -2.767 1.028 0.11
O 1.545 2.489 0.454 0.03
O 1.015 -1.914 -1.022 -0.01
O 1.855 0.749 1.819 0.02
S 2.334 0.226 -1.652 0.27
Cl 3.688 0.010 -0.304 0.15
H -3.077 -0.716 -0.991 0.09
H -2.528 1.574 -1.457 0.10
H -1.976 -1.733 0.918 0.11
H -0.139 2.350 -0.963 0.11
H 0.122 -0.777 1.877 0.17

=====

No. 6
15
Properties=species:S:1:pos:R:3:lowdin_charge:R:1 method="wB97M-V/def2-TZVPD" relative_energy_ev=3.0817 energy_ev=-14043.9928 orbital_gap_ha=0.3296 lumo_energy_ha=-0.0206 spin_multiplicity=1 mol_weight_g_mol=140.117 largest_force_ha_per_bohr=0.114
C -2.809 -0.693 0.618 0.05
C -1.765 -0.217 -0.088 -0.22
N -0.746 -0.951 -0.537 0.14
C 0.242 -1.450 0.089 -0.30
F 0.268 -1.403 1.509 0.04
C 1.327 -1.982 -0.568 -0.15
N 2.238 -2.561 -0.967 0.22
H -3.636 -0.035 0.790 0.05
H -3.044 -1.665 0.724 0.02
H -1.708 0.812 -0.479 0.13
C 3.172 0.166 0.952 0.01
C 2.192 0.864 0.567 -0.29
O 1.185 1.394 0.245 0.15
H 3.819 -0.146 0.163 0.07
H 3.935 0.341 1.680 0.08

=====

No. 7
13
Properties=species:S:1:pos:R:3:lowdin_charge:R:1 method="wB97M-V/def2-TZVPD" relative_energy_ev=4.6238 energy_ev=-11062.2393 orbital_gap_ha=0.3441 lumo_energy_ha=-0.0399 smiles="C#CC(=O)C(=C)CF" spin_multiplicity=1 mol_weight_g_mol=112.103 largest_force_ha_per_bohr=0.204
C -1.268 2.550 1.114 0.15
C -0.090 1.965 0.811 0.04
C 0.684 0.674 0.586 -0.36
O 1.909 0.625 0.895 0.06
C 0.084 -0.396 -0.292 -0.21
C -1.221 -0.506 -0.592 0.06
C 1.116 -1.616 -0.520 -0.08
F 2.368 -1.204 -1.124 -0.10
H -1.668 3.501 1.072 -0.01
H -1.727 -1.380 -1.107 0.08
H -2.233 0.067 -0.136 0.14
H 0.690 -2.245 -1.257 0.09
H 1.354 -2.035 0.551 0.16

=====

No. 8
13
Properties=species:S:1:pos:R:3:lowdin_charge:R:1 method="wB97M-V/def2-TZVPD" relative_energy_ev=2.2613 energy_ev=-19853.4380 orbital_gap_ha=0.3447 lumo_energy_ha=0.0219 smiles=Fc1cccc(S)c1 spin_multiplicity=1 mol_weight_g_mol=128.171 largest_force_ha_per_bohr=0.080
F -1.799 2.152 -1.155 -0.01
C -1.106 1.037 -0.641 -0.18
C -1.766 -0.150 -0.354 -0.03
C -0.904 -1.031 0.253 -0.13
C 0.489 -0.992 0.508 -0.13
C 1.187 0.168 0.050 -0.68
S 2.913 0.333 0.334 0.73
C 0.379 1.311 -0.416 0.01
H -2.829 -0.385 -0.395 0.13
H -1.478 -1.801 0.537 0.06
H 0.826 -1.734 1.457 0.17
H 3.100 -1.127 0.457 -0.04
H 0.990 2.219 -0.633 0.11